Record 1
C41H42HfP2Se as an isolated structure in a non-equilibrium geometry, computed with ωB97M-V/def2-TZVPD.

- E_LUMO: -7.18 eV
- Charge: +2
- Energy relative to the best compared isomer or geometry (same formula, charge and spin): 0.00 kJ/mol
- Multiplicity: 1

The geometry in XYZ format:
```
87
Properties=species:S:1:pos:R:3:mulliken_charge:R:1
Hf -0.06 -1.19 0.53 0.79
Se 0.08 -3.62 1.18 -0.14
P -1.39 2.48 -0.12 0.72
P -0.39 0.82 -2.48 0.18
C 1.73 -2.65 3.21 -1.29
C 2.74 -1.32 -4.02 -0.66
C -2.32 4.12 -0.34 0.35
C 2.45 -0.35 2.46 -0.76
C -1.91 -1.00 -0.53 -0.94
C -1.69 5.37 -0.57 -0.25
C 3.36 -3.19 1.34 -0.86
C 2.01 -0.32 -3.37 -0.65
C -0.93 2.16 -6.41 -0.78
C 0.19 2.93 -0.91 -0.79
C -3.83 6.52 -0.55 -0.48
C -1.41 3.67 2.47 -0.52
C 2.96 -3.34 2.86 -1.20
C 0.63 -0.46 -3.27 1.20
C 1.42 -1.36 2.80 0.21
C -0.63 -5.72 4.90 -0.28
C 2.42 -2.70 0.29 -0.91
C -0.66 1.37 2.35 1.57
C -1.94 2.74 -3.88 -0.28
C 1.04 -6.29 2.74 -0.67
C 2.25 -1.25 0.02 0.90
C 2.08 -2.44 -4.55 -0.62
C -4.45 5.31 -0.25 -0.66
C -2.26 3.57 -4.96 -0.73
C -1.05 1.67 -4.03 0.73
C -0.65 1.34 3.75 -0.49
C -0.53 1.40 -5.30 -0.32
C 0.68 -2.55 -4.46 -0.77
C 0.14 -5.20 2.68 0.29
C 1.23 -6.96 3.99 -0.25
C -1.78 3.25 -6.23 -0.50
C -0.05 -1.56 -3.82 -0.51
C -2.43 6.54 -0.68 -0.78
C -3.71 4.13 -0.13 -0.37
C 2.99 -0.31 0.99 -1.12
C -1.08 2.53 1.70 0.24
C 0.71 2.18 -1.92 -0.64
C 0.46 -6.58 5.10 -0.55
C -1.29 2.34 4.49 -0.81
C -0.85 -5.09 3.65 -0.46
C -1.68 3.52 3.83 -0.72
H -2.40 -0.16 0.00 0.31
H -1.14 -1.59 -3.74 0.44
H 1.08 -3.14 3.92 0.94
H -0.13 0.57 4.33 0.38
H -1.91 7.49 -0.84 0.42
H -1.85 -0.70 -1.59 0.22
H 2.12 -3.38 -0.56 0.64
H -1.49 4.64 2.00 0.53
H 1.50 -6.69 1.84 0.45
H 1.68 2.33 -2.41 0.68
H -4.21 3.22 0.14 0.42
H 2.47 0.59 -2.96 0.27
H 0.62 -7.07 6.08 0.42
H -0.54 1.87 -7.39 0.42
H 1.88 -7.83 4.06 0.42
H 3.32 -0.46 3.12 0.50
H -2.36 2.94 -2.90 0.29
H -0.27 0.47 1.70 -1.03
H -1.75 -4.55 3.43 0.42
H -2.89 4.45 -4.82 0.45
H 2.92 0.73 0.62 0.37
H 0.16 -3.41 -4.88 0.45
H 2.67 -3.26 -5.00 0.40
H 3.70 -4.16 0.97 0.49
H 3.83 -1.21 -4.10 0.45
H -4.40 7.43 -0.65 0.42
H 4.07 -0.58 1.01 0.43
H -2.63 -1.85 -0.52 0.51
H -2.13 4.34 4.39 0.42
H 0.64 3.86 -0.54 0.73
H -5.55 5.28 -0.13 0.38
H 0.44 -1.01 3.15 0.72
H 2.30 -0.97 -1.03 0.08
H 3.80 -2.95 3.47 0.60
H 4.23 -2.52 1.36 0.30
H 2.04 0.65 2.73 0.29
H -1.40 -5.62 5.66 0.41
H 0.21 0.62 -5.45 0.26
H -0.61 5.44 -0.61 0.27
H -2.08 3.84 -7.09 0.39
H 2.87 -4.40 3.12 0.21
H -1.43 2.19 5.58 0.40
```


Record 2
C41H42HgP2 as an isolated structure in a non-equilibrium geometry, computed with ωB97M-V/def2-TZVPD.

- E_LUMO: 0.46 eV
- Charge: 0
- Energy relative to the best compared isomer or geometry (same formula, charge and spin): 101.53 kJ/mol
- Multiplicity: 1

The geometry in XYZ format:
```
86
Properties=species:S:1:pos:R:3:mulliken_charge:R:1
Hg -4.58 0.34 -1.45 0.52
P -6.45 0.60 -5.14 0.39
P -6.53 2.59 -2.38 0.46
C 2.18 1.00 -2.48 -0.36
C 2.92 1.91 -0.17 -0.74
C -3.04 3.93 -0.83 0.13
C -9.69 1.59 -7.52 -0.62
C -4.70 -1.39 -5.96 -0.18
C -3.55 -1.91 -6.56 -0.82
C -3.46 4.77 0.22 -0.37
C 1.54 2.22 0.30 -0.56
C -4.96 -0.01 -6.02 0.16
C -9.45 0.89 -8.71 -0.48
C -7.69 0.62 -6.54 0.20
C -2.94 0.30 -7.34 -0.71
C -8.36 0.03 -8.80 -0.55
C -1.38 -0.72 1.46 -0.38
C -9.23 5.73 -3.09 -0.69
C 1.01 1.37 -3.00 -0.51
C -9.23 3.31 -1.70 -0.41
C -8.11 4.89 -3.13 -0.06
C -2.55 -0.21 0.87 -0.29
C -0.28 -1.09 0.67 -0.58
C -10.35 4.15 -1.66 -0.60
C -10.35 5.37 -2.35 -0.42
C -8.06 3.70 -2.40 0.16
C -5.96 3.10 -4.02 -0.71
C -4.07 0.84 -6.71 -0.01
C 0.38 2.73 -2.91 0.18
C -3.95 3.58 -1.82 -0.92
C -2.67 -1.07 -7.25 -0.45
C 3.14 1.86 -1.72 -0.88
C -8.82 1.45 -6.43 -0.27
C -2.64 -0.09 -0.53 -0.41
C -6.12 -0.76 -2.46 -1.03
C -4.80 5.16 0.32 -0.68
C -1.52 -0.36 -1.32 0.05
C -6.13 2.37 -5.15 -0.91
C -5.75 4.57 -0.52 -0.67
C 0.60 2.88 -0.38 0.06
C -0.33 -0.86 -0.71 -0.23
C -5.34 3.74 -1.56 0.41
C -7.49 -0.12 -7.71 -0.34
C 0.75 3.61 -1.69 -1.26
H -6.06 -1.78 -2.04 0.54
H -6.06 2.84 -6.15 0.80
H -0.38 3.04 0.09 0.35
H -8.17 -0.52 -9.72 0.38
H -9.25 2.35 -1.18 0.37
H -3.38 0.08 1.52 0.34
H -6.64 -0.79 -7.79 0.32
H 3.16 2.88 -2.11 0.31
H -3.35 -2.98 -6.50 0.42
H -2.73 5.12 0.95 0.45
H 1.30 1.85 1.30 0.44
H 0.01 4.43 -1.69 0.48
H -2.03 3.51 -0.85 -0.04
H -10.55 2.26 -7.44 0.39
H -10.12 1.03 -9.56 0.36
H -5.40 -2.06 -5.45 0.40
H -5.54 4.12 -4.08 0.82
H 0.62 3.24 -3.86 0.37
H 3.67 2.63 0.24 0.32
H 1.71 4.10 -1.84 0.60
H 0.52 0.66 -3.69 0.49
H -4.26 1.90 -6.77 0.34
H -1.30 -0.81 2.56 0.33
H -0.71 2.61 -2.91 -0.27
H -11.24 3.86 -1.09 0.36
H -9.00 2.01 -5.51 0.39
H -2.27 0.97 -7.89 0.38
H -7.26 5.19 -3.74 0.31
H -11.22 6.03 -2.31 0.36
H -6.82 4.77 -0.36 0.35
H 3.18 0.93 0.26 0.34
H -9.21 6.66 -3.66 0.37
H 0.56 -1.06 -1.32 0.27
H -7.17 -0.44 -2.57 0.26
H -1.78 -1.48 -7.72 0.39
H 0.64 -1.51 1.12 0.37
H 4.15 1.43 -1.88 0.41
H -5.11 5.88 1.08 0.36
H -5.58 -0.81 -3.42 -0.06
H -3.60 3.14 -2.76 0.47
H -1.53 -0.22 -2.40 0.41
H 2.50 -0.06 -2.52 0.36
```


Record 3
C41H42N4O2OsP2 as an isolated structure in a non-equilibrium geometry, computed with ωB97M-V/def2-TZVPD.

- E_LUMO (alpha / beta): -6.17 / -6.17 eV
- Charge: +2
- Multiplicity: 1

The geometry in XYZ format:
```
92
Properties=species:S:1:pos:R:3:mulliken_charge:R:1
Os -0.70 0.54 1.12 2.76
P -1.37 -0.36 -0.99 0.23
P 0.17 2.27 -0.15 1.32
O 2.72 0.13 -1.61 -0.40
O 1.60 -2.93 1.59 -0.45
N 0.60 2.66 -2.85 -0.24
N -1.64 -0.56 2.76 0.23
N 1.61 -1.50 -0.31 2.57
N -0.71 0.26 -3.56 -0.10
C -0.60 0.66 -2.31 -0.20
C 4.55 -3.55 0.78 -0.76
C -5.15 -1.11 1.87 -0.93
C 3.64 -2.65 0.29 0.09
C -3.45 -1.58 4.01 1.00
C 5.24 -1.66 -1.19 -0.62
C 0.57 -0.28 3.59 0.29
C 1.06 3.09 -5.16 -0.50
C 2.22 -2.49 0.70 0.30
C -1.05 4.76 -0.82 -1.64
C -4.79 -2.01 4.06 -0.89
C -0.84 -0.71 3.80 1.08
C 2.27 0.50 2.08 0.55
C -1.35 -2.83 -2.41 -1.83
C 3.23 0.36 3.07 -1.32
C -0.84 4.11 1.60 -1.62
C 0.92 0.21 2.32 0.04
C -2.57 -1.72 5.10 -1.19
C -1.29 -1.27 5.00 -0.91
C 0.33 1.47 -6.81 -0.53
C 0.05 1.87 -1.95 -0.18
C -5.63 -1.80 3.01 -0.78
C -0.76 -2.12 -1.18 2.27
C -2.96 -0.95 2.85 -0.16
C -1.19 -2.86 0.10 -1.95
C 6.18 -2.57 -0.72 -0.61
C -0.15 1.06 -4.50 0.09
C 0.75 -2.16 -1.41 -2.63
C -3.85 -0.70 1.79 0.13
C 5.84 -3.51 0.25 -0.60
C 0.98 2.70 -6.45 -0.59
C 1.52 -0.40 4.59 -0.71
C -3.10 -0.44 -1.56 -1.74
C 1.79 3.09 -0.05 -1.73
C 0.50 2.27 -4.14 0.40
C -2.43 2.88 0.09 -1.85
C 2.81 -0.86 -0.99 0.13
C -0.22 0.67 -5.87 -0.74
C 2.85 -0.08 4.33 -1.03
C 3.97 -1.73 -0.67 0.26
C -1.08 3.60 0.17 1.79
H -0.91 -3.83 -2.49 0.56
H 0.28 1.19 -7.85 0.43
H -5.15 -2.51 4.96 0.46
H -0.81 -2.39 1.00 0.16
H 4.27 -4.27 1.55 0.56
H 1.26 -0.76 5.57 0.45
H 2.58 0.86 1.11 0.41
H -3.61 -1.29 -1.10 0.45
H -0.84 -3.89 0.07 0.45
H -3.50 -0.16 0.93 0.29
H 2.58 2.41 -0.36 0.42
H -5.83 -0.90 1.05 0.47
H 1.54 4.02 -4.87 0.50
H -0.76 3.30 2.33 0.13
H 0.07 4.72 1.66 0.41
H 3.59 -0.17 5.12 0.45
H 1.40 3.32 -7.23 0.43
H -0.62 -1.36 5.84 0.42
H 5.50 -0.92 -1.95 0.56
H 1.77 3.93 -0.74 0.43
H 6.58 -4.21 0.60 0.46
H -2.62 2.48 -0.91 0.26
H -1.83 5.48 -0.54 0.51
H 7.19 -2.56 -1.11 0.45
H -2.42 -2.97 -2.29 0.35
H -2.52 2.05 0.83 0.28
H -3.08 -0.55 -2.64 0.52
H -3.25 3.57 0.33 0.70
H 1.01 -1.64 -2.33 0.49
H -2.93 -2.18 6.02 0.47
H -0.72 -0.25 -6.12 0.48
H -1.16 -2.29 -3.33 0.32
H -0.10 5.29 -0.81 0.33
H -6.67 -2.12 3.05 0.41
H 1.02 -0.75 0.16 -1.95
H -1.68 4.75 1.89 0.48
H -3.63 0.47 -1.29 0.41
H -2.28 -2.89 0.17 0.46
H 1.97 3.43 0.96 0.43
H -1.25 4.44 -1.85 0.35
H 1.07 -3.20 -1.51 0.74
H 4.27 0.60 2.87 0.51
```


Record 4
An isolated ion of composition C41H42N5O3 and charge +1 in a non-equilibrium geometry, computed with ωB97M-V/def2-TZVPD.

- E_LUMO: -4.65 eV
- Charge: +1
- Energy relative to the best compared isomer or geometry (same formula, charge and spin): 177.71 kJ/mol
- Multiplicity: 1

The geometry in XYZ format:
```
91
Properties=species:S:1:pos:R:3:mulliken_charge:R:1
O -4.04 -1.95 -3.57 -0.69
O 6.14 2.33 -4.07 -0.59
O 4.05 2.17 -4.64 -0.58
N -2.15 -0.76 -4.20 0.24
N -1.22 -0.30 -2.21 0.45
N 7.06 2.82 4.19 -0.50
N 4.94 2.19 -3.77 0.93
N -1.28 1.28 2.46 0.48
C 4.05 1.27 0.18 -0.47
C -5.58 -3.12 0.27 -0.78
C -4.37 -2.49 -0.01 0.03
C 0.22 -1.33 -3.96 -1.45
C 4.55 2.63 3.48 0.65
C -0.52 1.06 -4.20 -1.40
C -3.41 -3.16 -0.79 0.70
C 4.00 3.54 2.57 -0.95
C 5.91 2.76 3.90 -0.21
C -0.06 0.80 2.19 -0.04
C 0.68 0.85 -1.28 -0.70
C 2.95 1.58 -0.62 0.34
C 5.38 1.53 -0.18 -0.86
C 1.02 -3.21 3.37 -0.58
C -2.44 0.40 2.78 -0.27
C -0.56 0.31 -1.17 0.13
C 0.97 1.65 1.36 1.80
C -2.99 -1.36 -3.30 -0.06
C -3.04 2.78 2.98 -0.69
C 5.66 1.93 -1.47 -0.64
C -4.86 -5.08 -0.94 -0.63
C 2.54 1.30 3.38 -0.33
C 1.04 -1.46 1.70 0.37
C -3.61 1.36 2.85 -0.62
C -3.64 -4.47 -1.23 -0.36
C -5.83 -4.41 -0.19 -0.54
C 1.54 1.19 -0.10 0.81
C -2.13 -2.44 -1.17 -0.04
C -0.08 -1.10 3.82 -0.22
C 1.44 -2.73 2.14 -1.16
C 2.04 2.15 2.35 -0.17
C 3.26 1.99 -1.95 -0.02
C 4.61 2.07 -2.38 -0.56
C 3.80 1.54 3.94 -1.04
C -1.60 2.73 2.49 -0.49
C -2.36 -0.94 -5.61 -0.98
C -2.41 -1.11 -1.91 0.01
C 2.76 3.29 1.99 -0.25
C 0.24 -2.40 4.20 -1.09
C 0.24 -0.61 2.52 0.15
C -0.88 -0.30 -3.63 0.30
H -1.05 0.18 -0.19 0.27
H 1.14 -1.09 -3.43 0.21
H -1.46 3.16 1.48 0.31
H -0.10 -2.34 -3.70 0.39
H 4.54 4.46 2.34 0.50
H -5.04 -6.09 -1.31 0.40
H -0.13 -2.75 5.17 0.47
H -2.24 -0.09 3.75 0.26
H 3.85 0.75 1.13 0.56
H -3.14 -0.50 -1.33 0.36
H 6.67 2.12 -1.80 0.53
H 0.51 2.36 0.63 0.32
H 2.07 -3.33 1.47 0.50
H -2.15 -0.01 -6.15 0.29
H 1.88 0.52 3.77 0.39
H -6.32 -2.58 0.85 0.40
H -0.87 3.26 3.13 0.30
H 1.19 0.71 -2.25 -0.28
H 2.29 3.98 1.29 0.47
H -2.87 -4.97 -1.82 0.36
H -2.51 -0.40 2.02 0.29
H -1.33 1.77 -4.02 0.35
H 4.14 0.89 4.76 0.50
H -0.37 0.97 -5.28 0.53
H -4.21 1.07 3.72 0.44
H -4.15 -1.47 0.34 0.14
H 0.43 -1.30 -5.04 0.46
H -0.56 -0.42 4.53 0.64
H 2.50 2.12 -2.74 0.58
H -6.78 -4.89 0.03 0.38
H 1.28 -4.21 3.69 0.45
H 1.80 0.24 0.55 -1.31
H -3.61 3.48 2.38 0.39
H 6.19 1.39 0.55 0.45
H -4.19 1.23 1.93 0.26
H -1.73 -1.74 -6.03 0.34
H -1.52 -2.21 -0.27 -0.18
H 1.35 -1.24 0.66 0.71
H -1.51 -3.08 -1.84 0.25
H -3.04 3.08 4.02 0.31
H -3.41 -1.22 -5.78 0.38
H 0.40 1.44 -3.77 0.19
```


Record 5
C41H42OsP2S as an isolated structure in a non-equilibrium geometry, computed with ωB97M-V/def2-TZVPD.

- E_LUMO (alpha / beta): -6.61 / -7.43 eV
- ⟨S²⟩: 6.03
- Charge: +2
- Energy relative to the best compared isomer or geometry (same formula, charge and spin): 137.71 kJ/mol
- Multiplicity: 5

The geometry in XYZ format:
```
87
Properties=species:S:1:pos:R:3:mulliken_spin:R:1
Os -0.98 2.11 -0.97 1.93
S 2.86 -0.95 -0.68 0.04
P -1.44 -1.96 0.13 -0.11
P 1.78 0.34 0.84 0.04
C -2.10 -1.84 -1.56 0.07
C -1.65 -1.77 -3.94 -0.01
C 3.59 -2.79 1.23 0.02
C 1.64 1.88 -1.46 0.16
C -1.72 4.51 -2.33 0.08
C 4.36 0.85 4.04 -0.01
C 4.18 -3.98 1.65 0.00
C 2.41 2.59 -2.39 0.05
C 4.83 -4.81 0.73 0.00
C -0.77 4.03 -1.25 0.12
C -3.38 -3.94 0.44 0.00
C -3.48 -1.77 -1.82 0.00
C 4.33 -3.23 -1.05 0.00
C -2.52 -3.02 1.08 0.00
C -1.23 -0.29 0.74 0.64
C 3.32 3.54 -1.92 -0.01
C 4.91 -4.43 -0.62 0.00
C -3.63 3.17 -0.38 0.08
C -3.81 -4.99 2.57 0.00
C 3.60 1.62 4.93 0.01
C 2.05 1.90 -0.09 0.10
C -2.93 1.98 -1.03 0.14
C 1.75 1.60 3.35 0.02
C 2.78 3.00 0.37 -0.03
C 2.30 2.00 4.57 -0.01
C -3.92 -1.62 -3.14 0.00
C -2.37 3.35 -3.13 0.03
C -3.02 -1.65 -4.20 0.01
C -4.02 -4.92 1.19 0.00
C -2.66 4.02 0.49 0.01
C 3.64 -2.41 -0.12 -0.02
C -2.33 -3.08 2.47 0.03
C -1.23 3.71 0.12 0.08
C -2.34 2.05 -2.37 0.09
C 2.50 0.80 2.46 0.04
C 3.82 0.45 2.81 0.02
C -0.13 0.61 0.77 0.59
C 0.16 -2.74 0.10 0.05
C -2.97 -4.08 3.21 0.01
C -1.19 -1.77 -2.62 0.01
C 3.38 3.85 -0.56 0.07
H 5.27 -5.75 1.05 0.00
H -0.49 3.88 0.90 0.00
H -2.48 5.19 -1.93 0.00
H 0.79 1.25 -1.80 -0.09
H -3.37 -1.59 -5.24 0.00
H -3.53 -3.89 -0.64 0.00
H -0.95 -1.85 -4.76 0.00
H 5.43 -5.07 -1.34 0.00
H 4.11 -4.26 2.70 0.00
H -2.85 5.10 0.37 0.00
H 3.94 4.72 -0.21 0.00
H -4.99 -1.50 -3.34 0.00
H 0.87 -2.12 -0.48 0.00
H -4.68 -5.63 0.69 0.00
H 4.42 -0.12 2.10 0.00
H 0.55 -2.83 1.13 0.00
H -3.39 1.01 -0.79 0.01
H -1.11 5.09 -3.04 0.00
H -1.83 3.22 -4.07 -0.01
H -2.83 3.80 1.55 -0.01
H -4.10 3.80 -1.14 0.00
H -4.31 -5.77 3.15 0.00
H -3.41 3.61 -3.41 0.01
H 4.38 -2.92 -2.09 0.00
H -2.79 -4.13 4.29 0.00
H 0.22 4.51 -1.27 -0.02
H 3.97 4.06 -2.63 0.00
H -4.21 -1.86 -1.02 0.00
H 5.39 0.58 4.29 0.00
H -2.45 1.14 -2.96 -0.05
H 1.71 2.63 5.23 0.00
H 0.02 -3.74 -0.35 0.00
H 3.08 -2.13 1.94 0.01
H 0.75 1.92 3.08 -0.01
H -2.17 0.07 1.20 -0.01
H -4.43 2.78 0.27 0.00
H -0.12 -1.75 -2.41 0.00
H -1.67 -2.36 2.95 0.01
H 4.03 1.95 5.88 0.00
H 2.28 2.40 -3.45 0.00
H 2.90 3.16 1.45 0.01
H -0.34 1.46 1.46 -0.18
```